[1]
Computed, not measured: 12 unconnected molecules or ions with the total composition C40H112N8O12 at a distorted geometry, with wB97M-V/def2-TZVPD.

Properties
E_LUMO, eV: 0.3
Energy relative to the best compared isomer or geometry (same formula, charge and spin), kcal per mole: 122.8
SMILES string: COC[C@H](C)N.COC[C@H](C)N.COC[C@H](C)N.COC[C@H](C)N.COC[C@H](C)N.COC[C@H](C)N.COC[C@H](C)N.COC[C@H](C)N.CCO.CCO.CCO.CCO
HOMO, eV: -8.86
E_tot, eV: -79777.09255
Gap between HOMO and LUMO, eV: 9.13

Structure (XYZ):
```
172
Properties=species:S:1:pos:R:3:lowdin_charge:R:1
C -4.375 -4.802 21.570 -0.09
O -2.944 -4.569 21.423 -0.17
C -2.432 -4.882 20.157 -0.28
C -0.995 -4.688 20.220 -0.42
C -0.348 -5.128 18.858 -0.05
N -0.431 -5.570 21.319 0.04
H -4.837 -5.752 21.299 0.08
H -5.053 -4.114 21.063 0.08
H -4.682 -4.718 22.612 0.08
H -2.592 -5.896 19.791 0.14
H -2.625 -4.037 19.495 0.13
H -0.866 -3.637 20.477 0.14
H -0.398 -6.210 18.736 0.07
H 0.694 -4.826 18.958 0.07
H -0.738 -4.621 17.976 0.07
H -0.529 -6.557 21.125 0.06
H -1.136 -5.538 22.041 0.05
C -10.710 -3.804 22.144 -0.13
O -10.438 -3.830 20.780 -0.20
C -11.598 -3.737 19.909 -0.17
C -12.549 -2.551 20.185 -0.43
C -13.773 -2.583 19.191 -0.06
N -11.905 -1.271 19.929 0.02
H -9.886 -4.200 22.737 0.09
H -11.593 -4.404 22.365 0.09
H -11.016 -2.777 22.347 0.08
H -11.201 -3.658 18.897 0.12
H -12.202 -4.644 19.938 0.11
H -12.924 -2.424 21.201 0.13
H -14.434 -1.744 19.407 0.07
H -14.410 -3.444 19.392 0.07
H -13.517 -2.470 18.137 0.07
H -11.018 -1.294 20.410 0.06
H -11.555 -1.296 18.982 0.07
C -11.912 -20.404 19.658 -0.10
O -13.009 -19.550 20.064 -0.20
C -13.799 -19.163 18.924 -0.19
C -14.686 -17.916 19.448 -0.39
C -15.520 -18.358 20.626 -0.07
N -15.425 -17.387 18.268 0.02
H -11.236 -19.900 18.967 0.08
H -12.316 -21.244 19.092 0.08
H -11.262 -20.746 20.464 0.08
H -13.137 -18.783 18.145 0.11
H -14.392 -19.950 18.458 0.12
H -14.087 -17.043 19.707 0.13
H -16.166 -17.563 20.998 0.07
H -14.977 -18.559 21.550 0.07
H -16.107 -19.248 20.403 0.08
H -14.826 -17.189 17.479 0.06
H -15.912 -18.173 17.862 0.05
C -13.266 -8.760 18.315 -0.12
O -14.067 -9.038 19.448 -0.19
C -15.476 -8.735 19.257 -0.19
C -16.120 -8.596 20.591 -0.44
C -17.600 -8.063 20.451 -0.06
N -15.546 -7.646 21.555 0.04
H -13.692 -9.161 17.396 0.09
H -12.203 -8.934 18.481 0.09
H -13.214 -7.700 18.066 0.07
H -15.597 -7.837 18.652 0.13
H -15.993 -9.574 18.791 0.13
H -16.138 -9.575 21.070 0.13
H -18.133 -8.716 19.759 0.06
H -17.630 -7.066 20.011 0.07
H -18.157 -8.050 21.387 0.07
H -14.562 -7.790 21.378 0.05
H -15.658 -8.124 22.438 0.07
C -7.619 -13.260 20.821 -0.14
O -6.789 -14.260 21.306 -0.18
C -6.738 -14.255 22.759 -0.19
C -6.070 -15.547 23.263 -0.46
C -7.094 -16.699 23.058 -0.05
N -5.675 -15.497 24.637 0.04
H -7.326 -12.270 21.172 0.09
H -8.656 -13.450 21.097 0.08
H -7.527 -13.311 19.736 0.09
H -6.092 -13.462 23.136 0.12
H -7.707 -14.112 23.237 0.12
H -5.234 -15.709 22.582 0.13
H -7.491 -16.786 22.047 0.08
H -7.926 -16.380 23.687 0.07
H -6.715 -17.652 23.427 0.07
H -4.786 -15.020 24.687 0.08
H -5.547 -16.396 25.080 0.08
C -10.155 -6.377 14.451 -0.10
O -9.073 -6.784 15.287 -0.22
C -7.966 -5.875 15.128 -0.19
C -6.811 -6.564 15.943 -0.39
C -7.128 -6.439 17.513 -0.06
N -5.431 -6.050 15.780 0.03
H -9.867 -6.411 13.400 0.09
H -10.483 -5.378 14.737 0.08
H -10.921 -7.095 14.744 0.09
H -7.702 -5.802 14.073 0.12
H -8.265 -4.921 15.562 0.12
H -6.822 -7.620 15.674 0.13
H -6.389 -6.918 18.155 0.06
H -8.052 -6.928 17.820 0.06
H -7.206 -5.375 17.736 0.07
H -5.548 -5.048 15.833 0.06
H -5.271 -6.273 14.808 0.06
C -10.153 -9.230 22.562 -0.15
O -10.374 -10.496 23.033 -0.18
C -11.601 -11.001 22.487 -0.19
C -12.052 -12.411 22.997 -0.45
C -13.404 -12.814 22.493 -0.08
N -12.236 -12.279 24.405 0.03
H -9.779 -9.329 21.543 0.09
H -9.386 -8.728 23.152 0.09
H -11.062 -8.631 22.621 0.09
H -12.454 -10.365 22.721 0.11
H -11.600 -10.983 21.397 0.12
H -11.338 -13.209 22.794 0.14
H -14.132 -12.032 22.709 0.08
H -13.731 -13.720 23.004 0.08
H -13.425 -12.941 21.411 0.08
H -11.329 -12.068 24.797 0.07
H -12.931 -11.583 24.633 0.07
C -7.046 -9.083 26.906 -0.13
O -7.855 -10.166 27.320 -0.20
C -7.303 -11.471 27.608 -0.16
C -8.458 -12.499 27.644 -0.45
C -9.375 -12.308 28.878 -0.05
N -7.963 -13.848 27.681 0.04
H -6.337 -8.707 27.645 0.08
H -7.575 -8.185 26.587 0.08
H -6.356 -9.287 26.087 0.08
H -6.695 -11.753 26.748 0.11
H -6.684 -11.367 28.499 0.13
H -9.050 -12.380 26.737 0.13
H -10.083 -13.124 29.024 0.07
H -9.877 -11.341 28.866 0.07
H -8.669 -12.315 29.708 0.07
H -8.767 -14.392 27.400 0.07
H -7.381 -13.958 26.862 0.05
C -18.897 -12.836 22.792 -0.07
C -20.397 -12.471 22.730 -0.37
O -21.050 -13.416 21.989 -0.06
H -18.865 -13.905 22.999 0.07
H -18.396 -12.381 23.647 0.06
H -18.400 -12.560 21.862 0.07
H -20.508 -11.472 22.309 0.10
H -20.813 -12.447 23.737 0.10
H -21.965 -13.130 21.937 0.09
C -16.584 -12.895 28.508 -0.09
C -17.945 -12.324 28.229 -0.39
O -17.787 -11.005 27.917 -0.06
H -15.958 -12.897 27.615 0.08
H -16.728 -13.919 28.853 0.07
H -16.079 -12.355 29.308 0.08
H -18.568 -12.320 29.123 0.11
H -18.447 -12.945 27.487 0.11
H -18.607 -10.639 28.256 0.09
C -11.564 -18.690 26.820 -0.08
C -12.286 -17.458 26.274 -0.32
O -11.377 -16.359 26.246 -0.10
H -11.558 -18.537 27.900 0.07
H -10.537 -18.754 26.463 0.07
H -12.066 -19.640 26.639 0.07
H -13.137 -17.112 26.862 0.11
H -12.625 -17.604 25.249 0.10
H -11.815 -15.615 25.826 0.07
C -12.798 -8.105 27.127 -0.10
C -14.228 -8.236 26.744 -0.34
O -14.520 -9.386 25.957 -0.07
H -12.505 -9.064 27.555 0.07
H -12.626 -7.309 27.852 0.08
H -12.058 -8.066 26.328 0.07
H -14.429 -7.282 26.256 0.11
H -14.780 -8.380 27.673 0.11
H -15.324 -9.633 26.420 0.07
```



[2]
Computed, not measured: a molecular structure, C40H113N7O13 at a distorted geometry, with wB97M-V/def2-TZVPD.

Properties
E_LUMO, eV: -0.1
Energy relative to the best compared isomer or geometry (same formula, charge and spin), kcal per mole: 1245.8
HOMO, eV: -5.10
E_tot, eV: -80302.52727
Gap between HOMO and LUMO, eV: 4.98

Structure (XYZ):
```
173
Properties=species:S:1:pos:R:3:lowdin_charge:R:1
C 0.608 -20.270 -3.896 -0.18
C -0.084 -19.886 -2.600 -0.25
O -1.196 -20.712 -2.492 -0.16
H 1.369 -19.534 -4.155 0.08
H 0.031 -20.392 -4.813 0.04
H 1.211 -21.166 -3.755 0.02
H -0.414 -18.848 -2.644 0.09
H 0.512 -19.955 -1.690 0.09
H -0.981 -21.602 -2.204 -0.17
C 2.285 -21.883 -2.262 -0.06
C 2.364 -22.739 -0.955 -0.19
O 1.167 -23.433 -0.854 -0.08
H 3.091 -21.148 -2.286 0.12
H 1.386 -21.267 -2.296 0.06
H 2.328 -22.487 -3.168 0.05
H 2.530 -22.049 -0.128 0.09
H 3.169 -23.474 -0.977 0.13
H 1.319 -24.231 -0.343 0.15
C 1.957 -22.156 -4.927 -0.16
C 2.582 -22.593 -6.256 -0.25
O 3.311 -21.508 -6.731 -0.06
H 1.391 -23.004 -4.542 0.11
H 1.226 -21.364 -5.092 0.03
H 2.755 -21.800 -4.276 0.07
H 1.798 -22.798 -6.985 0.11
H 3.240 -23.452 -6.126 0.12
H 2.795 -20.958 -7.326 0.09
C -2.568 -22.781 -1.311 -0.01
C -1.145 -23.330 -1.480 -0.17
O -0.256 -22.351 -1.958 -0.09
H -3.244 -23.434 -0.760 0.10
H -2.995 -22.585 -2.294 0.06
H -2.637 -21.887 -0.690 0.06
H -1.165 -24.192 -2.147 0.10
H -0.862 -23.760 -0.519 0.12
H 0.626 -22.583 -1.658 -0.01
C -0.199 -17.056 -1.357 -0.17
C 0.310 -15.674 -1.135 -0.23
O 1.091 -15.223 -2.213 -0.09
H 0.567 -17.728 -1.745 0.01
H -0.887 -17.103 -2.201 0.05
H -0.593 -17.518 -0.452 0.09
H 0.956 -15.764 -0.261 0.10
H -0.563 -15.030 -1.036 0.14
H 2.001 -15.515 -2.122 0.09
C 3.654 -19.067 -4.626 -0.06
C 3.478 -18.279 -5.877 -0.19
O 2.122 -18.239 -6.337 -0.20
H 4.647 -18.871 -4.222 0.10
H 3.392 -20.123 -4.695 0.06
H 2.982 -18.685 -3.857 0.05
H 4.221 -18.604 -6.605 0.12
H 3.713 -17.252 -5.598 0.11
H 1.918 -17.301 -6.319 -0.21
C 1.842 -18.205 -0.694 -0.10
C 2.042 -17.855 0.807 -0.32
C 1.528 -18.998 1.770 -0.17
O 2.271 -20.154 1.606 -0.17
C 1.665 -21.313 2.036 -0.14
N 3.447 -17.462 1.065 0.04
H 0.780 -18.448 -0.731 0.00
H 2.364 -19.121 -0.972 0.10
H 2.062 -17.366 -1.353 0.08
H 1.492 -16.932 0.988 0.11
H 0.477 -19.233 1.601 0.08
H 1.665 -18.706 2.811 0.13
H 1.156 -21.229 2.996 0.08
H 2.479 -21.981 2.315 0.11
H 0.993 -21.690 1.265 0.08
H 3.861 -17.127 0.207 0.06
H 4.054 -18.261 1.187 0.06
C 1.011 -17.172 -4.103 -0.01
C 0.783 -16.652 -5.548 -0.28
C -0.114 -15.419 -5.535 -0.19
O -0.359 -14.999 -6.851 -0.17
C -1.519 -14.215 -7.003 -0.09
N 2.093 -16.279 -6.052 0.10
H 1.332 -16.360 -3.451 0.08
H 1.739 -17.982 -4.068 0.06
H 0.143 -17.639 -3.637 0.07
H 0.399 -17.482 -6.141 0.12
H 0.262 -14.585 -4.943 0.14
H -1.040 -15.549 -4.974 0.09
H -1.314 -13.231 -6.580 0.10
H -2.350 -14.672 -6.465 0.08
H -1.755 -14.182 -8.066 0.09
H 1.921 -15.986 -7.003 0.16
H 2.445 -15.510 -5.500 0.16
C -3.581 -20.716 -3.845 -0.02
C -3.721 -19.535 -2.845 -0.28
C -4.105 -19.964 -1.422 -0.20
O -5.314 -20.670 -1.494 -0.15
C -5.508 -21.509 -0.415 -0.12
N -2.433 -18.896 -2.675 -0.09
H -3.394 -20.273 -4.824 -0.01
H -4.529 -21.247 -3.929 0.11
H -2.788 -21.409 -3.564 0.06
H -4.430 -18.814 -3.252 0.14
H -4.268 -19.102 -0.775 0.13
H -3.259 -20.464 -0.952 0.04
H -4.979 -21.266 0.507 0.09
H -5.129 -22.474 -0.752 0.07
H -6.578 -21.521 -0.204 0.09
H -2.115 -18.723 -3.617 -0.20
H -1.840 -19.636 -2.327 -0.04
C -4.113 -25.579 -3.795 -0.06
C -3.778 -24.164 -4.126 -0.43
C -2.249 -23.857 -4.306 -0.15
O -2.076 -22.458 -4.503 -0.29
C -0.700 -22.111 -4.581 -0.09
N -4.490 -23.680 -5.280 0.07
H -3.731 -26.289 -4.528 0.08
H -5.187 -25.733 -3.685 0.08
H -3.740 -25.879 -2.816 0.07
H -4.084 -23.634 -3.224 0.11
H -1.847 -24.428 -5.143 0.13
H -1.661 -24.229 -3.467 0.08
H -0.347 -22.595 -5.491 0.12
H -0.157 -22.455 -3.700 0.10
H -0.604 -21.027 -4.648 0.03
H -4.143 -22.743 -5.434 0.01
H -4.222 -24.154 -6.131 0.08
C -0.693 -19.949 -0.405 -0.09
C -1.824 -19.940 0.615 -0.33
C -1.548 -20.897 1.826 -0.16
O -1.198 -22.230 1.451 -0.23
C -0.900 -23.129 2.576 -0.04
N -2.054 -18.577 1.099 0.07
H 0.321 -19.830 -0.024 0.07
H -0.744 -19.150 -1.146 0.05
H -0.658 -20.875 -0.980 0.09
H -2.727 -20.221 0.073 0.05
H -2.462 -20.954 2.416 0.12
H -0.793 -20.468 2.486 0.10
H -0.107 -22.619 3.123 0.06
H -0.456 -24.068 2.246 0.09
H -1.835 -23.214 3.130 0.09
H -2.223 -17.869 0.399 0.07
H -2.914 -18.475 1.619 0.07
C -2.406 -16.883 -3.623 -0.05
C -2.535 -17.951 -4.725 -0.27
C -2.532 -17.357 -6.157 -0.12
O -3.661 -16.518 -6.327 -0.16
C -3.938 -16.128 -7.599 -0.15
N -1.575 -18.975 -4.542 0.04
H -1.458 -16.346 -3.626 0.06
H -2.582 -17.383 -2.671 0.05
H -3.236 -16.194 -3.781 0.10
H -3.517 -18.371 -4.510 0.13
H -2.520 -18.139 -6.916 0.09
H -1.598 -16.805 -6.260 0.10
H -4.618 -15.278 -7.551 0.10
H -4.305 -16.952 -8.212 0.10
H -3.080 -15.632 -8.051 0.06
H -1.510 -19.644 -5.296 0.04
H -0.650 -18.596 -4.398 0.08
C -3.041 -21.018 -6.394 -0.03
C -2.435 -20.239 -7.587 -0.38
C -0.902 -19.958 -7.496 -0.11
O -0.689 -19.272 -6.266 -0.23
C 0.668 -19.081 -6.006 -0.30
N -2.728 -21.033 -8.761 0.04
H -4.090 -21.236 -6.592 0.11
H -3.021 -20.377 -5.513 -0.02
H -2.624 -22.008 -6.210 0.09
H -3.004 -19.313 -7.671 0.11
H -0.488 -19.514 -8.401 0.13
H -0.407 -20.929 -7.520 0.12
H 1.177 -18.646 -6.867 0.05
H 1.155 -19.998 -5.674 0.10
H 0.846 -18.321 -5.245 0.04
H -2.227 -20.538 -9.485 0.06
H -2.159 -21.866 -8.706 0.07
```